# 1
CHNO2S | wB97M-V/def2-TZVPD

```
6
Properties=species:S:1:pos:R:3:forces:R:3:nbo_charge:R:1
O 1.43106 1.09605 -0.86075 0.4 0.1 0.0 -0.9093
S 1.29437 0.12465 0.21367 -1.1 0.4 0.0 1.2436
C 0.64066 -1.50112 -0.44294 -3.6 0.9 0.7 0.0495
N -0.24846 -0.62751 0.08136 1.7 0.9 0.5 -0.3868
O -1.66597 -0.04638 0.47406 2.8 -0.1 -1.0 -0.4846
H -1.45166 0.95430 0.53460 -0.1 -2.2 -0.3 0.4876
```
Positions in Å, forces in eV/Å.

Calculated values
* E_HOMO (alpha / beta): -9.773 / -9.773 eV
* HOMO-LUMO gap (alpha / beta): 0.3254 / 0.3254 hartree
* E_tot: -641.90013 Eh
* relative energy (zero: lowest compared OMol25 entry of this formula, charge and spin): 119.5 kcal per mole
* E_LUMO (alpha / beta): -0.919 / -0.919 eV
* structure (SMILES): O=S1#CN1O
* total charge: 0

---

# 2
CHNO3S | wB97M-V/def2-TZVPD

```
7
Properties=species:S:1:pos:R:3:forces:R:3:nbo_charge:R:1
O -1.45815 -1.80686 0.77258 0.0 0.2 -0.2 -0.4506
C -1.74784 -0.98327 0.01864 -0.2 -0.6 0.6 0.4447
S -2.22198 0.12219 -0.96152 -0.1 0.4 -0.4 0.0039
O 0.85954 -0.48758 -0.15092 0.2 -0.4 0.6 -0.3102
N 1.88408 0.08429 -0.12782 -0.2 -0.5 -0.9 0.3888
O 1.72854 1.43454 -0.07456 -0.1 1.2 1.4 -0.5463
H 0.95581 1.63669 0.52359 0.4 -0.3 -1.1 0.4695
```
Positions in Å, forces in eV/Å.

Calculated values
* E_HOMO: -10.544 eV
* HOMO-LUMO gap: 0.3830 hartree
* E_tot: -717.28668 Eh
* relative energy (zero: lowest compared OMol25 entry of this formula, charge and spin): 50.5 kcal per mole
* E_LUMO: -0.123 eV
* structure (SMILES): O=C=S.O=NO
* total charge: 0

---

# 3
CHNO3S3 | wB97M-V/def2-TZVPD

```
9
Properties=species:S:1:pos:R:3:forces:R:3:nbo_charge:R:1
O 0.35053 1.64702 -1.26461 -1.3 1.5 -2.7 -0.8798
S 0.72942 1.08900 -0.06146 1.6 -2.2 0.9 2.1038
O 1.80779 1.62690 0.66814 0.6 0.1 1.0 -0.8860
N 1.01559 -0.61425 -0.40629 -0.2 3.2 -1.5 -0.4566
O -0.25455 -0.99319 -0.78872 -1.4 -1.6 -0.2 -0.3606
C -1.28887 -0.74839 0.10463 -0.6 -0.8 -0.2 -0.0524
S -2.65243 -1.66320 0.13706 1.5 1.2 -0.1 0.0803
S -0.90252 0.62557 1.13231 -0.7 0.1 0.5 0.1002
H 1.19503 -0.96946 0.47895 0.6 -1.5 2.2 0.3512
```
Positions in Å, forces in eV/Å.

Calculated values
* E_HOMO: -9.938 eV
* HOMO-LUMO gap: 0.3288 hartree
* E_tot: -1513.63320 Eh
* relative energy (zero: lowest compared OMol25 entry of this formula, charge and spin): 44.7 kcal per mole
* E_LUMO: -0.992 eV
* structure (SMILES): O=S1(=O)NOC(=S)S1
* total charge: 0

---

# 4
CHNO4 | wB97M-V/def2-TZVPD

```
7
Properties=species:S:1:pos:R:3:forces:R:3:nbo_charge:R:1
C -0.01318 0.74939 -0.19895 1.0 -0.1 0.0 0.4623
N 1.43232 0.81602 -0.28642 0.7 -0.1 0.0 0.1627
O -0.61778 1.66665 0.19877 -1.0 1.8 0.6 -0.4446
O 3.19439 -0.69100 0.17516 3.1 0.7 0.5 -0.1093
O 2.16059 1.75751 -0.09558 -0.3 -0.4 0.0 -0.2333
O 2.01454 -0.63146 -0.01615 -3.8 -0.6 -0.8 0.0040
H -0.48066 -0.13685 -0.55242 0.2 -1.3 -0.4 0.1582
```
Positions in Å, forces in eV/Å.

Calculated values
* E_HOMO (alpha / beta): -10.673 / -10.024 eV
* HOMO-LUMO gap (alpha / beta): 0.3394 / 0.3373 hartree
* E_tot: -394.15295 Eh
* relative energy (zero: lowest compared OMol25 entry of this formula, charge and spin): 131.7 kcal per mole
* E_LUMO (alpha / beta): -1.438 / -0.847 eV
* total charge: 0

---

# 5
CHNO4S | wB97M-V/def2-TZVPD

```
8
Properties=species:S:1:pos:R:3:forces:R:3:nbo_charge:R:1
C -1.23666 1.42509 0.08305 -0.4 -0.3 -0.2 0.6160
N -0.94468 2.54440 -0.06546 0.1 -0.2 -0.1 -0.6089
O -1.43762 -1.87497 -1.22841 0.6 0.3 -1.0 -0.9174
O -1.62175 0.26493 0.35343 -0.2 -0.6 0.7 -0.7873
O -1.45312 -2.24069 1.18519 -0.8 1.3 -1.2 -0.9073
O -3.55232 -1.57782 -0.01329 3.0 0.4 0.3 -0.9147
S -2.06858 -1.63134 0.01198 -2.5 -0.9 1.6 2.5197
H 12.31474 3.09041 -0.32650 0.1 0.0 0.0 -1.0000
```
Positions in Å, forces in eV/Å.

Calculated values
* E_HOMO: 1.656 eV
* HOMO-LUMO gap: 0.1061 hartree
* E_tot: -792.52982 Eh
* relative energy (zero: lowest compared OMol25 entry of this formula, charge and spin): 42.5 kcal per mole
* E_LUMO: 4.542 eV
* total charge: -2

---

# 6
CHNOS | wB97M-V/def2-TZVPD

```
5
Properties=species:S:1:pos:R:3:forces:R:3:nbo_charge:R:1
C -0.58037 -0.00198 0.04897 -1.3 -0.1 -1.3 0.2176
N 0.58266 -0.43023 0.55141 1.7 0.7 0.6 -0.1049
O -0.15491 -1.20538 -0.43990 0.4 0.3 0.1 -0.3068
S -1.84464 0.92843 -0.22311 0.5 0.1 0.5 0.0407
H 1.99726 0.70916 0.06263 -1.4 -1.0 0.1 0.1534
```
Positions in Å, forces in eV/Å.

Calculated values
* E_HOMO (alpha / beta): -9.879 / -9.789 eV
* HOMO-LUMO gap (alpha / beta): 0.3182 / 0.2798 hartree
* E_tot: -566.64918 Eh
* relative energy (zero: lowest compared OMol25 entry of this formula, charge and spin): 113.7 kcal per mole
* E_LUMO (alpha / beta): -1.219 / -2.175 eV
* total charge: 0